83
Properties=species:S:1:pos:R:3:forces:R:3:lowdin_charge:R:1 method="wB97M-V/def2-TZVPD" total_energy_ha=-1647.32892 multiplicity=2 e_above_lowest_ev=7.6441 total_charge=+2 lumo_energy_ev="-8.15 / -8.01" max_force_ha_per_bohr=0.059
Ir 0.915829 0.616980 -0.618743 -0.698 0.801 0.096 1.254
C 2.252035 -2.559916 -2.117648 -0.140 0.263 0.075 -0.135
C 3.077855 -1.718794 -1.137347 0.194 -0.138 -0.273 -0.199
N 2.337026 -1.262832 0.042223 -0.559 0.244 -0.211 -0.113
C 3.204953 -0.799036 1.131753 0.216 0.259 0.154 -0.170
C 3.868379 0.528953 0.778982 -0.066 -0.711 -0.008 -0.168
N 2.826776 1.516289 0.489764 -1.470 -0.254 0.119 -0.131
C 3.325442 2.787902 -0.036432 0.051 0.454 -0.404 -0.201
C 4.086334 2.734993 -1.366339 -0.230 -0.144 0.098 -0.140
C 3.603788 1.808110 -2.496585 0.571 0.126 0.205 -0.198
N 2.172764 1.480151 -2.583152 -0.660 -0.489 0.692 -0.099
C 1.973285 0.555809 -3.717995 -0.343 -0.388 -0.270 -0.184
C 0.623018 -0.150372 -3.671146 0.465 0.506 -0.181 -0.162
N 0.400066 -0.814715 -2.385004 -0.922 0.712 0.763 -0.162
C 0.761739 -2.229638 -2.274504 0.566 -0.499 0.378 -0.175
H 2.294379 -3.605293 -1.808408 0.009 -0.045 -0.110 0.127
H 2.738475 -2.496626 -3.091020 0.100 -0.120 -0.009 0.118
H 3.459325 -0.833328 -1.642781 0.028 -0.030 0.020 0.075
H 3.947751 -2.318682 -0.833688 -0.066 0.132 -0.025 0.139
H 1.786461 -2.041257 0.397012 -0.142 0.134 0.068 0.116
H 3.974675 -1.545180 1.365135 -0.080 0.080 0.002 0.138
H 2.580123 -0.659214 2.017821 -0.010 -0.083 -0.011 0.128
H 4.508339 0.413580 -0.094225 0.023 0.058 -0.030 0.115
H 4.501449 0.845260 1.615935 -0.066 0.080 -0.115 0.148
H 2.353705 1.716731 1.372139 0.003 0.067 -0.100 0.109
H 3.999809 3.250867 0.697456 -0.178 -0.030 -0.059 0.141
H 2.459978 3.441647 -0.153410 0.061 -0.033 0.086 0.099
H 5.123394 2.456704 -1.175649 0.041 0.081 -0.074 0.120
H 4.107514 3.765428 -1.722535 0.061 -0.004 0.002 0.124
H 4.137953 0.857477 -2.426077 -0.081 0.083 -0.025 0.101
H 3.921357 2.269687 -3.440955 -0.034 -0.171 0.054 0.139
H 1.663727 2.340017 -2.789815 -0.065 -0.126 0.177 0.135
H 2.760328 -0.198265 -3.684151 0.080 0.096 0.042 0.111
H 2.064483 1.076245 -4.678879 0.075 -0.006 0.129 0.144
H 0.572956 -0.868159 -4.496000 -0.071 0.010 0.072 0.144
H -0.177272 0.579200 -3.808044 -0.053 -0.021 0.006 0.133
H -0.613558 -0.767857 -2.211998 0.821 -0.314 -0.472 0.032
H 0.406331 -2.785767 -3.152959 -0.137 0.216 0.142 0.142
H 0.225321 -2.618733 -1.404396 -0.066 0.062 -0.069 0.108
O -2.814698 -0.378853 -0.104782 0.822 0.887 0.297 0.175
B -2.171908 -0.002469 -1.250017 -0.135 -0.540 0.855 -0.310
O -2.820433 -0.445345 -2.374664 1.487 0.915 -0.518 0.186
C -3.934756 -1.107807 -1.915615 -0.905 -0.612 1.207 -0.178
C -4.926455 -1.753668 -2.622035 0.340 0.211 -0.067 0.028
C -5.916684 -2.368008 -1.868083 -0.061 -0.030 0.123 -0.051
C -5.902002 -2.337255 -0.474999 -0.062 -0.038 -0.116 -0.052
C -4.898943 -1.693476 0.235471 0.318 0.206 -0.024 0.027
C -3.925937 -1.072551 -0.516896 -0.705 -0.426 -1.120 -0.175
H -4.923998 -1.778805 -3.699359 -0.037 -0.014 -0.126 0.129
H -6.714134 -2.888914 -2.378358 -0.024 0.007 0.005 0.118
H -6.693736 -2.822935 0.072489 -0.076 -0.086 0.027 0.116
H -4.867071 -1.685709 1.312854 -0.055 0.045 0.129 0.127
C -0.992011 -3.549052 1.519035 0.083 -0.022 0.024 -0.027
C -1.047584 -2.192734 2.152509 -0.082 -0.196 0.767 -0.259
C -1.545421 -2.038623 3.450370 0.190 0.071 -0.575 0.032
C -1.538844 -0.793846 4.085120 0.111 0.167 -0.244 -0.244
C -2.003297 -0.668799 5.497497 -0.131 0.054 0.142 -0.028
C -1.112555 0.323996 3.392605 0.217 -0.001 -0.069 0.025
C -0.684003 0.230156 2.046547 0.127 -1.292 0.460 -0.297
C -0.587449 -1.077633 1.497176 -0.073 0.272 -0.022 -0.053
N -0.375172 1.237151 1.221831 2.024 -1.005 -2.045 -0.002
C -0.961589 2.562224 1.268694 0.197 1.085 -0.548 -0.607
C -1.267012 2.919139 -0.197380 0.050 -0.092 0.364 -0.053
C -2.260993 2.685271 2.078497 0.062 -0.144 -0.084 -0.018
C 0.065826 3.584224 1.790267 -0.278 -0.282 0.010 -0.020
H -1.742697 -4.204210 1.953227 -0.013 -0.099 -0.049 0.089
H -0.015554 -4.005540 1.693748 0.002 -0.103 -0.024 0.089
H -1.160137 -3.497287 0.443786 -0.043 -0.018 -0.076 0.070
H -1.926322 -2.898688 3.976221 -0.047 -0.173 0.126 0.126
H -2.041051 -1.641174 5.979192 0.004 -0.020 0.119 0.085
H -3.004169 -0.237812 5.527779 -0.058 0.003 0.044 0.096
H -1.349337 -0.011996 6.066769 0.032 0.001 0.078 0.090
H -1.056331 1.266209 3.910471 -0.110 0.148 0.032 0.115
H -0.245939 -1.141286 0.468951 -0.220 -0.171 0.117 0.033
H -2.134418 2.355910 -0.539270 -0.061 -0.016 -0.187 0.067
H -0.402648 2.661801 -0.834601 -0.111 0.151 -0.024 0.034
H -1.479351 3.979425 -0.301552 -0.046 0.118 -0.042 0.104
H -2.852443 1.775580 2.016772 -0.090 -0.058 -0.004 0.091
H -2.859407 3.496842 1.672914 0.014 0.126 -0.055 0.099
H -2.069021 2.916839 3.122732 -0.037 -0.041 0.035 0.084
H 0.900919 3.668422 1.102227 0.134 0.018 -0.104 0.046
H 0.442292 3.304929 2.771042 0.010 -0.031 0.166 0.091
H -0.409818 4.557988 1.862483 0.011 0.167 0.061 0.100